1.
DFT (the ωB97M-V functional and the def2-TZVPD basis) results for a structure of composition C23H22BN8PdS at a distorted geometry.

Computed properties:
- energy above the lowest of the compared OMol25 structures with the same formula, charge and spin (eV) = 0.061
- F_max (Eh/bohr) = 0.0216
- charge = +1
- Kohn-Sham gap (eV) = 7.91
- total energy (Eh) = -1878.51209

The geometry in XYZ format:
```
56
Properties=species:S:1:pos:R:3:lowdin_charge:R:1
Pd 0.110 0.221 0.242 1.01
B -3.620 0.646 -0.127 -0.41
N -2.839 -0.732 -0.030 -0.06
C -3.536 -1.867 -0.151 -0.08
C -2.703 -2.950 0.064 -0.04
C -1.466 -2.376 0.315 -0.15
N -1.559 -1.044 0.261 -0.09
N -2.770 1.938 0.076 -0.10
C -3.331 3.155 0.132 -0.09
C -2.332 4.099 0.282 -0.06
C -1.161 3.345 0.304 -0.17
N -1.431 2.043 0.180 -0.06
H -4.124 0.675 -1.224 0.07
H -4.454 0.629 0.745 0.07
H -4.590 -1.822 -0.368 0.13
H -2.959 -3.994 0.041 0.10
H -0.516 -2.842 0.522 0.10
H -4.401 3.261 0.064 0.13
H -2.444 5.165 0.365 0.09
H -0.139 3.673 0.412 0.10
N 2.444 0.100 2.465 0.14
C 1.175 0.120 3.016 -0.27
C 1.087 0.005 4.410 0.01
C -0.142 0.079 5.014 -0.03
C -1.274 0.277 4.221 -0.03
C -1.114 0.357 2.865 -0.09
N 0.093 0.259 2.260 -0.01
C 2.938 0.388 1.209 -0.27
C 4.336 0.411 1.078 0.01
C 4.893 0.761 -0.123 -0.03
C 4.054 1.092 -1.188 -0.04
C 2.702 1.017 -0.991 -0.11
N 2.134 0.649 0.181 0.00
H 3.166 -0.049 3.150 0.14
H 1.991 -0.124 4.990 0.12
H -0.223 -0.001 6.089 0.12
H -2.263 0.362 4.645 0.12
H -1.955 0.503 2.205 0.10
H 4.953 0.164 1.931 0.12
H 5.969 0.789 -0.234 0.12
H 4.443 1.393 -2.148 0.12
H 2.010 1.253 -1.786 0.11
S -0.898 0.331 -4.175 1.15
C -0.750 0.793 -2.545 -0.42
N -0.019 0.012 -1.799 -0.12
C 0.506 -1.048 -2.531 -0.31
C 1.337 -2.057 -2.041 -0.03
C 1.772 -3.022 -2.922 -0.06
C 1.391 -3.000 -4.272 -0.06
C 0.572 -2.007 -4.764 -0.07
C 0.135 -1.027 -3.874 -0.45
H -1.253 1.657 -2.137 0.08
H 1.624 -2.075 -0.997 0.10
H 2.415 -3.816 -2.567 0.11
H 1.743 -3.777 -4.936 0.11
H 0.271 -1.993 -5.802 0.12
```

***

2.
DFT (the ωB97M-V functional and the def2-TZVPD basis) results for the molecule C23H22BrN3O2.

Computed properties:
- energy above the lowest of the compared OMol25 structures with the same formula, charge and spin (eV) = 0.061
- F_max (Eh/bohr) = 0.0170
- Kohn-Sham gap (eV) = 8.74
- SMILES = C[C@@H](Nc1ccc(Br)cc1)C(=O)N/N=C/c1ccccc1OCc1ccccc1
- total energy (Eh) = -3778.39409

The geometry in XYZ format:
```
51
Properties=species:S:1:pos:R:3:lowdin_charge:R:1
C -1.017 -2.330 4.279 -0.03
C -0.776 -3.017 2.936 -0.30
N -2.000 -3.021 2.162 0.02
C -2.162 -3.823 1.050 -0.26
C -1.074 -4.341 0.344 -0.01
C -1.273 -5.089 -0.800 -0.12
C -2.560 -5.322 -1.252 -0.69
Br -2.833 -6.355 -2.833 0.70
C -3.654 -4.817 -0.571 -0.13
C -3.453 -4.075 0.573 -0.03
C 0.359 -2.257 2.220 -0.47
O 1.523 -2.532 2.417 0.07
N -0.106 -1.262 1.426 0.06
N 0.534 -0.372 0.629 0.09
C 1.805 -0.307 0.558 -0.07
C 2.471 0.651 -0.298 -0.13
C 3.864 0.712 -0.254 -0.04
C 4.574 1.603 -1.033 -0.09
C 3.888 2.457 -1.880 -0.07
C 2.507 2.417 -1.950 -0.01
C 1.778 1.520 -1.172 -0.21
O 0.433 1.411 -1.198 -0.05
C -0.314 2.237 -2.064 -0.14
C -0.292 3.701 -1.691 -0.22
C -0.489 4.676 -2.660 -0.05
C -0.483 6.015 -2.314 -0.09
C -0.272 6.392 -0.998 -0.09
C -0.075 5.423 -0.028 -0.07
C -0.089 4.083 -0.372 -0.03
H -1.378 -1.315 4.125 0.09
H -0.087 -2.288 4.839 0.09
H -1.749 -2.883 4.864 0.08
H -0.408 -4.039 3.115 0.16
H -2.840 -2.894 2.708 0.13
H -0.067 -4.163 0.683 0.11
H -0.427 -5.487 -1.338 0.10
H -4.654 -5.007 -0.929 0.10
H -4.304 -3.681 1.111 0.11
H -1.114 -1.193 1.332 0.14
H 2.468 -0.954 1.131 0.11
H 4.389 0.043 0.412 0.11
H 5.651 1.634 -0.982 0.10
H 4.427 3.163 -2.493 0.10
H 2.000 3.101 -2.611 0.11
H -1.338 1.856 -1.975 0.14
H 0.008 2.104 -3.106 0.13
H -0.647 4.384 -3.689 0.11
H -0.637 6.767 -3.074 0.10
H -0.261 7.438 -0.730 0.10
H 0.089 5.712 0.999 0.10
H 0.062 3.323 0.381 0.12
```